{"formula": "C4H12O3", "method": "ωB97M-V with the def2-TZVPD basis set", "homo_lumo_gap_ev": 9.1829, "mol_weight_g_mol": 108.1, "max_force_ha_per_bohr": 0.0315, "e_homo_ev": -8.6071, "de_lowest_kj_mol": 97.42, "smiles": "C/C=C(/C)O.O.O", "spin_multiplicity": 1, "elements": ["C", "C", "C", "C", "O", "H", "H", "H", "H", "H", "H", "H", "H", "O", "H", "H", "O", "H", "H"], "xyz": [[-2.2880, -2.9874, 0.9004], [-1.0692, -2.3018, 0.3720], [-0.6057, -1.0867, 0.6210], [0.6175, -0.4439, 0.0681], [-1.1466, -0.3087, 1.6287], [-2.2200, -4.0540, 1.0949], [-3.0219, -2.9178, 0.0791], [-2.8236, -2.4719, 1.7000], [-0.5764, -2.8707, -0.4128], [0.7392, -0.3660, -1.0122], [1.5093, -0.9224, 0.4762], [0.6471, 0.6029, 0.3821], [-1.6045, -0.8317, 2.2841], [-2.0969, 3.0826, -3.6893], [-1.6952, 2.5890, -2.9670], [-2.6881, 3.7064, -3.2470], [6.4336, 3.8602, 0.7943], [5.7667, 4.5542, 0.7234], [6.1227, 3.1676, 0.2039]]}


{"formula": "C28H77N7O7", "method": "ωB97M-V with the def2-TZVPD basis set", "homo_lumo_gap_ev": [1.6537, 9.3565], "mol_weight_g_mol": 624.0, "max_force_ha_per_bohr": 0.0541, "e_homo_ev": [0.7225, -7.0269], "de_lowest_kj_mol": 8.14, "spin_multiplicity": 2, "total_charge": -1, "elements": ["C", "C", "C", "O", "C", "N", "H", "H", "H", "H", "H", "H", "H", "H", "H", "H", "H", "C", "C", "C", "O", "C", "N", "H", "H", "H", "H", "H", "H", "H", "H", "H", "H", "H", "C", "C", "C", "O", "C", "N", "H", "H", "H", "H", "H", "H", "H", "H", "H", "H", "H", "C", "C", "C", "O", "C", "N", "H", "H", "H", "H", "H", "H", "H", "H", "H", "H", "H", "C", "C", "C", "O", "C", "N", "H", "H", "H", "H", "H", "H", "H", "H", "H", "H", "H", "C", "C", "C", "O", "C", "N", "H", "H", "H", "H", "H", "H", "H", "H", "H", "H", "H", "C", "C", "C", "O", "C", "N", "H", "H", "H", "H", "H", "H", "H", "H", "H", "H", "H"], "xyz": [[-28.6768, 32.8531, -4.0392], [-28.6320, 31.4018, -4.5854], [-28.0870, 30.3836, -3.5834], [-27.8445, 29.1369, -4.2438], [-26.6874, 28.5120, -3.7165], [-29.9964, 30.9383, -4.9370], [-27.6751, 33.2664, -4.1562], [-28.7722, 32.8190, -2.9539], [-29.3883, 33.4176, -4.6419], [-28.0043, 31.3613, -5.4756], [-28.8191, 30.1860, -2.8004], [-27.1902, 30.7033, -3.0528], [-26.4329, 27.6574, -4.3435], [-26.8222, 28.1710, -2.6901], [-25.8609, 29.2165, -3.8102], [-29.9426, 29.9641, -5.1981], [-30.3043, 31.3731, -5.7950], [-22.6217, 28.3108, -1.1739], [-23.9514, 28.0971, -0.4363], [-24.8654, 29.3543, -0.4307], [-25.9409, 29.2550, 0.5198], [-26.7071, 30.4167, 0.8669], [-24.6291, 26.9854, -1.0986], [-22.0466, 29.1793, -0.8529], [-22.8334, 28.3655, -2.2417], [-21.9013, 27.5136, -0.9910], [-23.7955, 27.7584, 0.5880], [-25.2829, 29.6399, -1.3962], [-24.2656, 30.1763, -0.0399], [-27.4656, 30.1339, 1.5968], [-27.1276, 30.8458, -0.0426], [-26.1126, 31.2172, 1.3073], [-23.9683, 26.2295, -0.9881], [-25.2921, 26.7702, -0.3677], [-19.1072, 27.2438, -2.1055], [-17.6358, 27.3468, -2.5121], [-17.3469, 28.3831, -3.5645], [-15.9218, 28.3946, -3.8302], [-15.4610, 29.2909, -4.7977], [-16.8582, 27.6094, -1.2631], [-19.1219, 26.7538, -1.1319], [-19.7234, 26.7188, -2.8354], [-19.4754, 28.2546, -1.9300], [-17.3722, 26.3449, -2.8509], [-17.5402, 29.4004, -3.2244], [-17.8636, 28.2203, -4.5104], [-15.9968, 29.1278, -5.7328], [-14.3862, 29.1621, -4.9248], [-15.6284, 30.3570, -4.6444], [-15.9134, 27.7211, -1.6023], [-17.0068, 28.5238, -0.8609], [-19.7204, 24.0697, -5.1950], [-20.3813, 23.5118, -6.5057], [-21.4928, 22.5143, -6.0772], [-22.2149, 22.0699, -7.1906], [-22.9754, 20.8593, -6.9046], [-21.0807, 24.6185, -7.1437], [-19.2582, 23.2154, -4.7003], [-20.4553, 24.5775, -4.5703], [-18.8906, 24.7659, -5.3167], [-19.6200, 23.1060, -7.1719], [-22.2115, 22.9654, -5.3930], [-20.9099, 21.7420, -5.5752], [-23.4951, 20.4965, -7.7913], [-23.6912, 21.1157, -6.1235], [-22.3728, 20.0073, -6.5897], [-21.7108, 24.2218, -7.8261], [-21.6497, 25.0883, -6.4540], [-25.5253, 29.8628, -8.0996], [-24.6315, 31.1344, -7.7638], [-24.8037, 31.6797, -6.3370], [-24.5395, 30.8113, -5.2998], [-24.2611, 31.4721, -4.0302], [-23.2222, 30.7591, -8.0638], [-25.4440, 29.5997, -9.1543], [-26.5299, 30.1198, -7.7638], [-25.2041, 28.9728, -7.5586], [-24.9242, 31.9670, -8.4034], [-25.7793, 32.1300, -6.1536], [-24.0767, 32.4905, -6.2897], [-24.0020, 30.7981, -3.2136], [-25.1248, 32.0029, -3.6298], [-23.4668, 32.1989, -4.2002], [-22.7533, 31.5412, -7.6297], [-23.0671, 30.0046, -7.4105], [-23.6255, 29.2015, -13.1188], [-23.3207, 29.1936, -11.6695], [-22.6187, 27.8809, -11.2132], [-23.4659, 26.7125, -11.2374], [-22.8858, 25.5301, -10.6127], [-22.6557, 30.4146, -11.2987], [-22.7421, 29.1462, -13.7549], [-24.0913, 30.1116, -13.4968], [-24.2543, 28.3389, -13.3390], [-24.2543, 29.3290, -11.1236], [-22.2911, 28.0501, -10.1874], [-21.8357, 27.7579, -11.9614], [-22.2099, 25.0520, -11.3216], [-23.7212, 24.8500, -10.4466], [-22.4305, 25.8167, -9.6647], [-22.6310, 30.4145, -10.2890], [-23.3340, 31.1628, -11.3082], [-21.3611, 29.1149, -5.4494], [-21.9026, 27.6845, -5.7983], [-22.6457, 26.9654, -4.7105], [-23.2191, 25.7513, -5.2341], [-24.1247, 25.1869, -4.3165], [-22.8225, 27.8566, -6.9044], [-20.5476, 29.3707, -6.1283], [-20.9179, 29.1479, -4.4541], [-22.1551, 29.8596, -5.3931], [-21.0693, 27.1027, -6.1922], [-23.4800, 27.5597, -4.3379], [-21.8504, 26.7820, -3.9881], [-23.9850, 24.9565, -3.2604], [-24.5404, 24.2543, -4.6979], [-24.9925, 25.8442, -4.2617], [-22.2917, 27.9072, -7.7621], [-23.3431, 26.9969, -7.0043]]}


{"formula": "C8H15Cl15N2O4PS3", "method": "ωB97M-V with the def2-TZVPD basis set", "homo_lumo_gap_ev": 7.9963, "mol_weight_g_mol": 862.2, "max_force_ha_per_bohr": 0.0091, "e_homo_ev": -6.2256, "spin_multiplicity": 1, "total_charge": -1, "elements": ["C", "C", "S", "C", "S", "O", "O", "N", "S", "O", "O", "P", "N", "H", "H", "H", "H", "H", "H", "H", "H", "H", "H", "C", "Cl", "Cl", "Cl", "H", "C", "Cl", "Cl", "Cl", "H", "C", "Cl", "Cl", "Cl", "H", "C", "Cl", "Cl", "Cl", "H", "C", "Cl", "Cl", "Cl", "H"], "xyz": [[4.5794, 1.3907, 4.1118], [4.4191, 0.7359, 2.7500], [4.1846, -1.0628, 2.8188], [2.3985, -1.2415, 2.7952], [1.5398, -0.8179, 1.2507], [1.1278, -2.0705, 0.6642], [2.4143, 0.0122, 0.4386], [0.2164, -0.0344, 1.6873], [0.2692, 1.4167, 2.2964], [-1.0946, 1.7976, 2.6136], [1.2757, 1.5959, 3.3270], [0.8074, 2.8972, 0.7753], [1.4338, 4.2236, 1.2991], [5.3769, 0.9215, 4.6921], [4.8202, 2.4505, 3.9879], [3.6468, 1.3317, 4.6746], [5.3077, 0.8812, 2.1318], [3.5884, 1.1742, 2.2050], [1.9230, -0.7025, 3.6112], [2.2062, -2.3096, 2.8997], [1.5642, 2.2152, -0.1905], [-0.4634, 3.0260, 0.1909], [1.6194, 4.2632, 2.2925], [-3.2569, 0.8786, 0.7944], [-3.5457, -0.3933, -0.4068], [-2.9360, 2.4172, -0.0029], [-4.6272, 1.0133, 1.8957], [-2.3776, 0.6189, 1.3727], [3.2341, -2.2501, -1.5940], [4.0058, -1.2434, -2.8425], [2.4577, -3.6475, -2.3411], [4.4016, -2.7314, -0.3779], [2.4758, -1.6504, -1.1060], [6.2893, 0.7992, -4.9467], [6.2875, -0.0403, -6.4997], [7.8938, 0.7697, -4.2176], [5.7054, 2.4526, -5.1242], [5.6130, 0.2739, -4.2855], [-5.6983, -3.2027, -1.7329], [-4.7639, -3.5638, -3.1843], [-7.3311, -2.6772, -2.1484], [-5.7404, -4.5913, -0.6473], [-5.2089, -2.3873, -1.2168], [-11.2607, -0.5845, -3.0375], [-10.5079, -2.1706, -2.8795], [-12.4300, -0.3086, -1.7444], [-10.0436, 0.6877, -3.0727], [-11.7967, -0.5628, -3.9772]]}


{"formula": "C11H20AgCl10O3Sn", "method": "ωB97M-V with the def2-TZVPD basis set", "homo_lumo_gap_ev": [4.1891, 1.4563], "mol_weight_g_mol": 781.4, "max_force_ha_per_bohr": 0.1170, "e_homo_ev": [-17.6376, -16.4177], "spin_multiplicity": 3, "total_charge": 3, "elements": ["Ag", "Sn", "C", "O", "O", "O", "Cl", "C", "C", "Cl", "H", "H", "H", "H", "Cl", "C", "C", "Cl", "H", "H", "H", "H", "Cl", "C", "C", "Cl", "H", "H", "H", "H", "Cl", "C", "C", "Cl", "H", "H", "H", "H", "Cl", "C", "C", "Cl", "H", "H", "H", "H"], "xyz": [[0.4360, 0.3894, 2.1053], [0.1781, -3.6834, 1.7392], [-0.4128, -0.7347, -0.1288], [-0.9429, -1.8113, -0.2960], [-0.9316, 0.2885, 0.2803], [0.7569, -0.8422, 0.2620], [2.3631, 2.9924, -3.0430], [1.7667, 2.2690, -1.5323], [2.4555, 3.0017, -0.3293], [1.8035, 2.5149, 1.2346], [1.8746, 1.1885, -1.6266], [0.6858, 2.3771, -1.4420], [2.3152, 4.0820, -0.3662], [3.5154, 2.7491, -0.2971], [-5.9993, -1.2978, 0.7291], [-4.1767, -1.3272, 0.7013], [-3.5589, -1.5532, 2.0819], [-3.6424, -3.3285, 2.4913], [-3.8421, -0.3440, 0.3706], [-3.7941, -2.0744, 0.0060], [-4.0927, -0.9265, 2.7963], [-2.5156, -1.2376, 2.0935], [1.6012, -3.5861, -3.5135], [1.4799, -1.8215, -3.1503], [1.9375, -0.8837, -4.3455], [3.6827, -1.1707, -4.7311], [2.0925, -1.5944, -2.2778], [0.4816, -1.6479, -2.7486], [1.8518, 0.1978, -4.2399], [1.3384, -1.1745, -5.2083], [3.4649, -2.9460, 0.5331], [4.1975, -1.4783, 1.2995], [4.5858, -1.7878, 2.7431], [5.8972, -3.0416, 2.9644], [3.4933, -0.6466, 1.2782], [5.0756, -1.2365, 0.7006], [3.7391, -2.2329, 3.2656], [4.8037, -0.8411, 3.2374], [-4.4327, 1.9265, 2.6748], [-3.6777, 2.5778, 1.2353], [-4.7625, 3.2232, 0.3723], [-4.2213, 3.9624, -1.1326], [-3.2624, 1.7705, 0.6321], [-2.8909, 3.2782, 1.5155], [-5.2252, 3.9921, 0.9911], [-5.4918, 2.4698, 0.0746]]}


{"formula": "C4H10O2", "method": "ωB97M-V with the def2-TZVPD basis set", "homo_lumo_gap_ev": 11.5453, "mol_weight_g_mol": 90.1, "max_force_ha_per_bohr": 0.0185, "e_homo_ev": -11.0200, "de_lowest_kj_mol": 58.37, "smiles": "O=CO.CCC", "spin_multiplicity": 1, "elements": ["O", "C", "O", "H", "H", "C", "C", "C", "H", "H", "H", "H", "H", "H", "H", "H"], "xyz": [[-0.9976, 0.8900, 1.6208], [0.0724, 1.3300, 1.3524], [0.2808, 2.2263, 0.3672], [0.9784, 1.1237, 1.9298], [1.2242, 2.2410, 0.1331], [1.1026, -2.0914, -0.5288], [0.3850, -1.0519, -1.4152], [-1.0773, -0.8730, -1.0401], [0.8564, -3.1058, -0.8239], [2.1766, -1.9584, -0.5505], [0.7569, -1.9659, 0.4967], [0.9235, -0.1078, -1.3678], [0.5389, -1.3851, -2.4446], [-1.5117, -0.0351, -1.5756], [-1.1583, -0.6979, 0.0262], [-1.6511, -1.7646, -1.3046]]}


{"formula": "C7H14K2N3O5", "method": "ωB97M-V with the def2-TZVPD basis set", "homo_lumo_gap_ev": 8.1957, "mol_weight_g_mol": 298.4, "max_force_ha_per_bohr": 0.1285, "e_homo_ev": -11.8039, "de_lowest_kj_mol": 584.29, "spin_multiplicity": 1, "total_charge": 1, "elements": ["K", "K", "C", "O", "H", "H", "H", "C", "N", "O", "O", "H", "H", "H", "C", "N", "O", "O", "H", "H", "H", "N", "C", "C", "C", "C", "H", "H", "H", "H", "H"], "xyz": [[4.5216, -0.9417, 13.5065], [2.5136, -3.8210, 12.7773], [4.6889, -3.7208, 14.7087], [4.0872, -2.9195, 13.7950], [3.9903, -4.1714, 15.4136], [5.1930, -4.5485, 14.2097], [5.5157, -3.3004, 15.2812], [7.5285, -1.8312, 14.8754], [7.9885, -2.0955, 16.2870], [7.2295, -1.8393, 17.1728], [9.0730, -2.6982, 16.3605], [7.9820, -0.8865, 14.5755], [6.4566, -1.8735, 15.0688], [7.7798, -2.7091, 14.2802], [2.1751, -5.6427, 15.8083], [3.1406, -6.0639, 14.8006], [3.0247, -5.6140, 13.6830], [3.9827, -6.9084, 15.0579], [2.6767, -5.9280, 16.7330], [1.2490, -6.2003, 15.6687], [2.0942, -4.5933, 15.5249], [2.4109, -2.8689, 15.3477], [2.0984, -2.8062, 16.6663], [0.6773, -2.8629, 16.6988], [0.1934, -2.9073, 15.3968], [1.2338, -2.7540, 14.5573], [3.3855, -2.8424, 15.0842], [2.8764, -2.7380, 17.4123], [0.0396, -2.9159, 17.5688], [-0.8692, -2.9032, 15.2035], [1.3406, -2.5384, 13.5045]]}


{"formula": "C21H14Br2ClNO5RuTe", "method": "ωB97M-V with the def2-TZVPD basis set", "homo_lumo_gap_ev": [7.2351, 5.1794], "mol_weight_g_mol": 784.3, "max_force_ha_per_bohr": 0.0071, "e_homo_ev": [-14.7607, -14.7548], "spin_multiplicity": 5, "total_charge": 2, "elements": ["Ru", "Br", "C", "C", "C", "Br", "C", "C", "C", "C", "N", "C", "C", "O", "H", "H", "H", "H", "Te", "C", "C", "C", "C", "C", "C", "C", "C", "C", "C", "C", "C", "H", "H", "H", "H", "H", "H", "H", "H", "H", "H", "O", "Cl", "O", "O", "O"], "xyz": [[-1.0505, 0.3651, -0.0037], [-0.5998, 5.3234, -0.7882], [-0.9926, 4.4477, 0.7867], [-1.3373, 5.1444, 1.9363], [-1.6335, 4.4915, 3.1270], [-2.0528, 5.4937, 4.6134], [-1.6165, 3.0498, 3.2045], [-1.9178, 2.2914, 4.3509], [-1.8739, 0.9175, 4.2858], [-1.5473, 0.2932, 3.0796], [-1.2539, 0.9948, 1.9953], [-1.2792, 2.3503, 2.0465], [-0.9322, 3.0242, 0.8139], [-0.6112, 2.3249, -0.2062], [-1.3738, 6.2246, 1.9061], [-2.1890, 2.7870, 5.2733], [-2.1054, 0.3120, 5.1502], [-1.5392, -0.7847, 2.9777], [0.2213, -0.3420, -2.2404], [0.1270, -2.4254, -2.3009], [0.3242, -3.2081, -1.1682], [0.2675, -4.5852, -1.2949], [0.0183, -5.1632, -2.5345], [-0.1786, -4.3706, -3.6550], [-0.1339, -2.9874, -3.5461], [2.1990, -0.0873, -1.6085], [2.5559, -0.2458, -0.2717], [3.8905, -0.1415, 0.0863], [4.8509, 0.1125, -0.8855], [4.4854, 0.2742, -2.2141], [3.1518, 0.1792, -2.5882], [0.5381, -2.7660, -0.2028], [0.4197, -5.2111, -0.4261], [-0.0223, -6.2399, -2.6251], [-0.3717, -4.8236, -4.6177], [-0.3003, -2.3730, -4.4221], [1.8142, -0.4623, 0.4926], [4.1824, -0.2651, 1.1200], [5.8923, 0.1835, -0.6034], [5.2368, 0.4764, -2.9649], [2.8750, 0.3128, -3.6261], [-2.0534, -1.3776, 0.3066], [-3.3140, -1.0063, -0.5399], [-2.9233, -1.0563, -1.9006], [-4.3638, -1.8460, -0.1918], [-3.4832, 0.3940, -0.1262]]}


{"formula": "C5H11NO", "method": "ωB97M-V with the def2-TZVPD basis set", "homo_lumo_gap_ev": 9.4065, "mol_weight_g_mol": 101.1, "max_force_ha_per_bohr": 0.0555, "e_homo_ev": -8.4930, "de_lowest_kj_mol": 654.49, "spin_multiplicity": 1, "elements": ["C", "O", "C", "C", "N", "C", "C", "H", "H", "H", "H", "H", "H", "H", "H", "H", "H", "H"], "xyz": [[2.6342, 0.8509, -0.0623], [1.4734, 0.9210, -0.7716], [0.5761, -0.0459, -0.6530], [-0.0886, -0.5169, 0.6301], [-1.3271, -0.6815, -0.1653], [-2.5563, -0.2092, 0.4312], [-0.7743, 0.1176, -1.2880], [2.7165, 0.7690, 1.0226], [3.4691, 1.3456, -0.4995], [2.7256, -0.9069, -0.2084], [1.7808, -1.2465, -0.9447], [0.2552, -1.4366, 1.1237], [-0.1368, 0.3055, 1.3766], [-2.5115, 0.8524, 0.7602], [-2.7932, -0.8279, 1.3082], [-3.3817, -0.3105, -0.2870], [-1.1094, 1.1753, -1.2889], [-0.9506, -0.3183, -2.2814]]}